{"formula": "C28H78N2O20", "method": "the ωB97M-V functional and the def2-TZVPD basis", "symbols": ["C", "C", "O", "O", "H", "H", "H", "H", "H", "H", "C", "C", "O", "O", "H", "H", "H", "H", "H", "H", "C", "C", "O", "O", "H", "H", "H", "H", "H", "H", "C", "C", "O", "O", "H", "H", "H", "H", "H", "H", "C", "C", "O", "O", "H", "H", "H", "H", "H", "H", "C", "C", "O", "O", "H", "H", "H", "H", "H", "H", "C", "C", "O", "O", "H", "H", "H", "H", "H", "H", "C", "C", "O", "O", "H", "H", "H", "H", "H", "H", "C", "O", "C", "C", "N", "C", "C", "O", "C", "H", "H", "H", "H", "H", "H", "H", "H", "H", "H", "H", "H", "H", "H", "H", "C", "O", "C", "C", "N", "C", "C", "O", "C", "H", "H", "H", "H", "H", "H", "H", "H", "H", "H", "H", "H", "H", "H", "H"], "coordinates": [[3.682492, 5.070984, 0.431203], [3.515492, 3.581984, 0.363203], [4.808492, 2.944984, 0.319203], [4.627492, 5.537984, -0.555797], [4.172492, 5.314984, 1.353203], [2.797492, 5.616984, 0.517203], [3.105492, 3.317984, -0.580797], [2.767492, 3.324984, 1.110203], [5.557492, 3.565984, 0.360203], [4.367492, 5.038984, -1.344797], [0.058492, -4.246016, -2.804797], [-0.050508, -3.667016, -1.374797], [-1.425508, -3.358016, -1.310797], [1.361492, -4.701016, -2.879797], [-0.117508, -3.386016, -3.455797], [-0.707508, -4.998016, -2.888797], [0.514492, -2.670016, -1.281797], [0.185492, -4.392016, -0.638797], [-1.536508, -2.593016, -0.716797], [1.345492, -5.544016, -2.356797], [-3.204508, -1.410016, -4.053797], [-3.913508, -2.023016, -2.800797], [-5.329508, -1.989016, -2.889797], [-1.865508, -1.600016, -3.929797], [-3.379508, -0.322016, -4.005797], [-3.601508, -1.875016, -4.926797], [-3.506508, -1.652016, -1.806797], [-3.676508, -3.064016, -2.672797], [-5.838508, -2.432016, -2.152797], [-1.739508, -2.404016, -4.386797], [3.632492, 4.009984, -3.481797], [2.828492, 2.720984, -3.560797], [3.198492, 2.059984, -4.777797], [4.899492, 3.531984, -3.156797], [3.118492, 4.603984, -2.652797], [3.693492, 4.510984, -4.470797], [1.760492, 2.931984, -3.534797], [3.114492, 2.042984, -2.752797], [2.815492, 1.208984, -4.688797], [5.031492, 2.822984, -3.793797], [-0.236508, 0.766984, -1.243797], [-0.449508, 2.064984, -1.772797], [0.391492, 2.967984, -1.170797], [-1.366508, -0.068016, -1.361797], [-0.101508, 0.897984, -0.223797], [0.745492, 0.277984, -1.423797], [-1.443508, 2.460984, -1.665797], [-0.343508, 1.909984, -2.812797], [0.287492, 2.920984, -0.233797], [-1.489508, -0.225016, -2.297797], [3.014492, 0.401984, 0.634203], [4.000492, 0.198984, 1.827203], [5.283492, 0.665984, 1.586203], [2.161492, -0.634016, 0.371203], [3.523492, 0.564984, -0.195797], [2.481492, 1.357984, 0.918203], [3.820492, -0.902016, 1.886203], [3.487492, 0.541984, 2.723203], [5.119492, 1.450984, 1.021203], [2.472492, -1.251016, -0.283797], [-1.133508, 3.769984, 1.959203], [-2.135508, 2.741984, 2.550203], [-3.225508, 3.389984, 3.213203], [0.067492, 3.073984, 1.514203], [-0.701508, 4.533984, 2.736203], [-1.640508, 4.395984, 1.219203], [-1.705508, 1.994984, 3.298203], [-2.536508, 2.093984, 1.747203], [-2.935508, 3.455984, 4.115203], [0.719492, 3.157984, 2.253203], [-0.791508, -0.111016, 2.266203], [-0.679508, -1.463016, 1.532203], [-1.982508, -2.113016, 1.222203], [0.473492, 0.314984, 2.654203], [-1.542508, -0.189016, 3.111203], [-1.220508, 0.596984, 1.534203], [-0.057508, -2.130016, 2.121203], [-0.185508, -1.410016, 0.599203], [-2.550508, -1.440016, 0.749203], [0.996492, 0.327984, 1.842203], [-5.569508, -1.260016, 8.634203], [-6.569508, -0.578016, 7.942203], [-6.582508, -0.969016, 6.582203], [-5.405508, -0.405016, 5.721203], [-5.745508, -0.718016, 4.338203], [-4.690508, -0.182016, 3.513203], [-4.904508, -0.510016, 1.984203], [-3.857508, 0.066984, 1.228203], [-4.210508, 0.922984, 0.163203], [-5.670508, -0.839016, 9.561203], [-4.475508, -1.106016, 8.339203], [-5.860508, -2.356016, 8.731203], [-7.606508, -0.628016, 6.206203], [-6.644508, -2.088016, 6.470203], [-4.445508, -0.886016, 5.915203], [-5.393508, 0.663984, 5.869203], [-5.530508, -1.716016, 4.289203], [-3.767508, -0.664016, 3.806203], [-4.548508, 0.875984, 3.576203], [-5.855508, -0.058016, 1.555203], [-4.962508, -1.635016, 1.929203], [-3.412508, 1.437984, -0.286797], [-4.874508, 1.703984, 0.427203], [-4.734508, 0.451984, -0.686797], [0.322492, 0.020984, -5.188797], [1.632492, -0.211016, -4.603797], [1.591492, -1.257016, -3.610797], [2.935492, -1.135016, -2.883797], [2.957492, -2.171016, -1.887797], [4.261492, -2.132016, -1.215797], [4.275492, -3.275016, -0.194797], [5.521492, -3.609016, 0.396203], [6.640492, -3.530016, -0.506797], [-0.177508, -0.857016, -5.490797], [0.543492, 0.650984, -6.107797], [-0.379508, 0.545984, -4.532797], [1.396492, -2.133016, -4.261797], [0.871492, -1.189016, -2.768797], [3.006492, -0.162016, -2.381797], [3.692492, -1.110016, -3.494797], [2.793492, -3.108016, -2.293797], [4.544492, -1.177016, -0.728797], [5.029492, -2.329016, -1.968797], [3.737492, -4.197016, -0.630797], [3.589492, -3.135016, 0.661203], [6.492492, -4.378016, -1.199797], [7.609492, -3.855016, -0.112797], [6.770492, -2.591016, -1.086797]], "forces_ev_per_angstrom": [[2.676, -0.236, 0.251], [0.931, 1.198, -0.934], [-0.400, -0.171, 0.838], [-1.231, -0.519, 0.054], [0.438, -0.027, 0.860], [-1.861, 0.776, -0.719], [-0.904, -0.240, -0.876], [0.666, -0.705, 0.582], [-0.752, 0.102, -0.030], [0.573, 0.371, -0.203], [0.025, 1.889, 2.430], [-1.441, 2.421, -1.882], [-0.699, 0.633, 0.650], [1.300, -2.371, -0.453], [0.155, -0.538, -0.287], [-0.270, -0.420, -0.447], [-0.199, -1.860, 0.025], [0.747, -0.691, 0.893], [-0.180, -0.608, -0.020], [0.506, 1.110, -0.807], [-2.875, 1.180, 2.670], [0.069, -0.833, 1.552], [-1.310, 0.502, 0.344], [1.674, 0.555, 0.199], [-0.290, -0.315, -0.524], [-0.515, -0.014, -0.848], [-0.469, 0.546, -1.235], [0.761, -0.727, -0.588], [1.548, 0.682, -1.112], [1.058, -1.499, -0.406], [-1.430, -1.018, 0.369], [-0.717, 0.303, -1.085], [0.674, 1.700, 0.235], [1.540, 0.815, 0.683], [1.127, -0.249, -1.137], [-0.627, 0.139, 0.685], [-0.246, -0.150, -0.006], [-0.204, 0.456, 0.466], [-0.677, -1.698, -0.296], [0.344, -0.167, -0.044], [0.365, -2.940, 1.863], [-0.860, 1.631, -0.866], [1.924, 1.335, -1.872], [0.101, -0.418, -0.198], [-0.100, 0.141, 2.441], [-0.571, 0.280, -0.975], [-1.071, -0.484, 0.268], [0.763, 1.098, -1.705], [-0.165, -0.037, 1.389], [-0.216, -0.541, -0.427], [-0.913, 1.914, 3.920], [-2.262, -2.269, -0.832], [-0.236, -0.178, -0.076], [-2.108, -0.356, 1.464], [2.762, 1.375, -3.761], [-0.251, -1.126, -0.853], [1.535, 0.216, 0.429], [0.415, 0.615, 0.429], [0.605, 0.013, 0.330], [0.274, -0.559, -0.816], [1.274, 0.546, 2.534], [0.183, -0.732, 0.698], [0.146, -0.076, -0.854], [-0.013, 0.660, 0.524], [-1.431, -1.294, -0.969], [0.442, -0.444, -0.446], [0.128, 1.210, -1.100], [0.087, 0.624, 0.322], [-0.133, 0.295, 0.653], [-0.933, -0.405, -1.037], [-1.653, -0.877, -1.199], [-1.811, -0.653, 0.510], [0.512, 1.401, 0.105], [0.473, 0.271, 0.627], [1.226, 0.054, -0.656], [-0.021, -0.193, 0.378], [-0.382, -0.391, 0.333], [0.766, 0.742, -0.955], [0.859, -0.570, 0.969], [0.077, -0.125, 0.135], [0.575, -1.631, -0.610], [0.623, -0.227, -1.512], [-1.407, -0.017, -0.686], [-1.928, -0.839, 0.475], [0.323, -0.195, -0.195], [0.025, -0.464, -2.391], [-1.466, 0.351, 0.581], [0.995, -0.198, -0.420], [-1.563, -0.886, -0.700], [0.197, 0.718, 2.790], [-1.512, -0.269, -0.242], [0.748, 1.010, -0.335], [1.637, -0.066, 0.076], [0.336, 0.681, 0.303], [0.176, 0.300, 0.717], [0.321, 0.356, 0.027], [-0.793, -0.052, -0.152], [0.820, 0.022, -0.098], [-0.226, 0.816, 0.393], [0.708, -0.753, 1.008], [0.269, 0.981, -0.555], [1.786, 0.104, -0.105], [-0.932, 0.849, 1.050], [0.226, -0.589, 0.341], [1.776, 2.090, -0.999], [-2.103, 0.175, 0.626], [0.888, 0.813, -0.658], [-4.922, -0.296, 2.493], [0.819, 0.130, 0.855], [0.488, -1.425, 0.206], [-1.045, -1.479, 0.428], [0.986, 1.016, -0.383], [-0.380, -1.517, -1.082], [-0.181, -1.317, -0.345], [-0.462, -0.646, 1.148], [0.381, 0.091, 0.150], [0.483, -0.292, 1.091], [-0.380, 0.309, -1.071], [-0.546, 0.028, 0.106], [4.423, -0.471, -3.746], [0.133, 0.678, 0.294], [-0.571, -0.304, -0.340], [0.140, 0.109, 0.053], [1.221, 0.862, -0.159], [0.411, 0.712, -0.251], [-0.139, 0.511, -0.570], [-0.456, 0.637, 1.075], [-0.203, -0.489, 0.746]], "energy_ha": -2727.497123, "de_lowest_ev": 5.788, "smiles": "COCCNCCOC.COCCNCCOC.OCCO.OCCO.OCCO.OCCO.OCCO.OCCO.OCCO.OCCO", "mol_weight_g_mol": 762.9, "orbital_gap_ev": 9.751, "total_charge": 0}